Formula: C9H16NO
Source: the Open Molecules 2025 dataset
Level of theory: wB97M-V/def2-TZVPD

Last column: Mulliken charge in e.
Positions of all 27 atoms, in Å:
O 0.123 2.193 -2.166  -0.556
N 0.379 -2.448 0.662  0.005
C -1.514 0.479 0.559  -0.073
C 1.101 1.344 -0.111  -0.802
C -0.016 1.535 -0.979  0.524
C -0.563 0.333 1.453  -0.535
C -0.859 -0.166 2.908  -1.092
C -1.290 0.990 -0.780  -0.805
C 0.532 -1.547 -1.909  -0.755
C 0.817 0.812 1.098  0.108
C 1.159 -2.212 -0.611  -0.421
H -2.164 1.172 -1.355  0.514
H 2.035 1.928 -0.298  0.414
H -0.268 -1.554 0.937  -0.019
H 1.970 -1.357 -0.408  0.259
H -2.048 -0.395 2.957  0.277
H -0.293 -3.100 0.590  0.398
H 1.092 -1.726 -2.865  0.380
H -0.751 0.735 3.572  0.406
H 1.766 -3.152 -0.997  0.371
H 0.459 -0.460 -2.055  0.026
H 1.339 0.756 2.035  0.488
H -0.447 -1.954 -2.065  0.330
H -2.522 0.275 0.725  0.404
H -0.267 -0.965 3.276  0.361
H -0.807 2.455 -2.512  0.369
H 1.065 -2.483 1.380  0.423

- gap between HOMO and LUMO (eV) = 9.013
- net charge = +1
- E_LUMO (Eh) = -0.112

=====

Formula: C30H38LaN4O5
Source: the Open Molecules 2025 dataset
Level of theory: wB97M-V/def2-TZVPD

Last column: Mulliken charge in e.
Positions of all 78 atoms, in Å:
La 5.755 -2.261 20.416  1.265
O 5.065 0.057 20.678  -0.673
O 4.028 -3.294 19.079  -0.255
O 4.190 -1.471 22.099  -0.936
O 6.276 -2.108 18.125  -0.132
O 6.652 -1.789 13.366  -0.421
N 8.192 -0.724 20.569  1.005
N 2.387 0.174 23.164  -0.153
N 7.385 -2.891 22.141  0.722
N 5.238 -4.593 22.144  0.972
C 7.990 0.472 19.771  -1.553
C 1.082 -0.073 22.433  -0.591
C 7.927 -1.094 13.433  -0.708
C 9.159 -5.995 22.580  -0.653
C 9.437 -1.392 20.260  -1.041
C 8.208 -6.916 22.178  -1.171
C 8.248 -1.730 24.129  -0.484
C 4.646 -4.201 23.481  -1.223
C 5.728 -2.414 16.941  0.085
C 8.355 0.649 22.665  -0.505
C 6.540 -2.201 15.797  -0.829
C 4.239 -0.247 21.594  0.971
C 8.036 -1.811 22.732  -0.030
C 8.454 -0.530 24.791  -0.719
C 1.080 0.928 21.257  -0.463
C 2.406 1.733 21.402  -0.826
C 7.596 -4.187 22.516  0.232
C 4.594 -2.551 14.332  -0.831
C 8.136 -0.562 21.988  0.186
C 6.840 -6.461 22.094  -0.071
C 6.021 -2.178 14.495  0.714
C 8.475 0.682 24.046  -0.760
C 4.375 -5.523 21.399  -1.439
C 6.570 -5.090 22.267  -0.186
C 3.599 -3.321 17.880  0.645
C 8.852 -4.665 22.834  -0.723
C 4.395 -2.871 16.738  0.165
C 3.367 0.880 22.258  -0.272
C 3.810 -2.769 15.453  -0.628
C 2.174 -3.829 17.559  -1.616
H 5.163 -3.355 23.869  0.157
H 8.464 -2.662 24.651  0.401
H 2.721 -2.862 15.307  0.354
H 7.601 -2.047 15.957  0.464
H 4.916 -5.889 20.481  0.432
H 9.426 -2.336 20.776  0.214
H 2.713 1.908 20.368  0.330
H 9.490 -1.510 19.156  0.341
H 0.289 0.051 23.179  0.443
H 8.005 -0.478 12.571  0.279
H 1.841 -4.251 18.512  0.334
H 7.297 1.056 20.235  0.645
H 1.441 -3.059 17.291  0.350
H 2.148 2.666 21.924  0.439
H 7.628 0.073 18.789  0.159
H 4.123 -6.360 22.056  0.473
H 1.051 -1.111 22.106  0.195
H 10.162 -6.339 22.660  0.441
H 4.792 -5.010 24.172  0.351
H 8.630 -0.458 25.896  0.374
H 3.605 -3.973 23.264  0.424
H 3.451 -4.924 21.176  0.223
H 4.067 1.514 22.826  0.484
H 8.712 -1.834 13.631  0.323
H 8.931 1.012 19.626  0.358
H 1.171 0.320 20.370  0.304
H 8.569 1.690 24.477  0.381
H 8.530 -7.879 21.901  0.450
H 9.663 -3.979 23.068  0.421
H 8.435 1.550 22.071  0.427
H 2.336 0.766 24.030  0.430
H 4.199 -2.608 13.350  0.479
H 7.956 -0.340 14.319  0.274
H 0.243 1.661 21.265  0.355
H 2.854 -0.807 23.478  0.330
H 2.165 -4.615 16.783  0.451
H 10.366 -0.826 20.617  0.235
H 5.966 -7.112 21.965  0.405

- gap between HOMO and LUMO (eV) = 5.501
- net charge = +1
- E_LUMO (Eh) = -0.111

=====

Formula: C4H7NO2
Source: the Open Molecules 2025 dataset
Level of theory: wB97M-V/def2-TZVPD

Last column: Mulliken charge in e.
Positions of all 14 atoms, in Å:
O 0.444 0.764 0.661  -0.393
O -0.367 -1.302 0.114  -0.383
N 2.607 0.572 -0.210  -0.664
C -1.819 0.611 -0.161  -1.162
C 1.452 0.125 0.013  0.451
C 0.942 -1.229 -0.407  -0.139
C -0.727 -0.052 0.653  0.371
H 1.561 -2.025 0.018  0.240
H -2.693 -0.045 -0.197  0.333
H 2.704 1.515 0.164  0.279
H -1.041 -0.203 1.694  0.243
H -1.472 0.803 -1.183  0.272
H 0.943 -1.315 -1.500  0.217
H -2.099 1.561 0.301  0.336

- gap between HOMO and LUMO (eV) = 11.120
- SMILES string = [H]/N=C1/CO[C@H](C)O1
- E_LUMO (Eh) = 0.033

=====

Formula: C4H11N3O
Source: the Open Molecules 2025 dataset
Level of theory: wB97M-V/def2-TZVPD

Last column: Mulliken charge in e.
Positions of all 19 atoms, in Å:
O -1.924 1.465 0.225  -0.443
N 0.542 -0.978 -0.315  -0.185
N 0.634 -2.313 -0.682  -0.758
N -0.737 0.822 -0.199  -0.169
C -0.666 -0.516 -0.054  0.630
C 1.700 1.597 0.660  -0.942
C -1.876 -1.343 0.303  -1.162
C 0.975 1.401 -0.641  -0.193
H 2.579 2.234 0.505  0.356
H 1.595 -2.614 -0.551  0.232
H 0.587 2.327 -1.054  0.306
H 1.062 2.073 1.407  0.243
H -1.649 -2.407 0.270  0.411
H -2.195 -1.098 1.321  0.296
H 2.053 0.645 1.062  0.281
H 1.561 0.900 -1.405  0.289
H 0.419 -2.435 -1.672  0.185
H -2.704 -1.114 -0.370  0.296
H -1.956 1.354 1.190  0.328

- gap between HOMO and LUMO (eV) = 7.971
- E_LUMO (Eh) = 0.026

=====

Formula: C43H35NP2PtS
Source: the Open Molecules 2025 dataset
Level of theory: wB97M-V/def2-TZVPD

Last column: Mulliken charge in e.
Positions of all 83 atoms, in Å:
Pt -0.460 -1.261 0.404  0.468
S -1.551 -5.628 0.662  -0.344
P -0.052 -0.764 -1.948  -0.395
P 1.124 1.580 -1.207  0.300
N -1.093 -2.033 2.358  -0.111
C 3.544 -2.632 -1.434  -0.941
C -1.334 -1.913 -2.651  0.819
C -1.366 3.725 1.395  -1.334
C -1.805 -1.921 4.626  -0.729
C -0.167 0.721 1.002  -1.526
C 0.125 1.780 3.452  -0.330
C 1.378 2.088 3.981  -0.374
C -1.229 -2.472 -3.924  -0.192
C 2.071 -1.724 -3.599  -0.533
C 0.450 1.833 -2.910  -1.402
C -3.549 -2.873 -2.464  -0.843
C -0.333 1.831 -0.075  2.842
C -0.527 -3.306 0.052  -0.352
C -2.255 -3.232 4.558  -0.485
C -1.228 -1.366 3.502  0.253
C -0.779 -5.449 -0.856  -0.508
C 1.522 2.392 5.328  -0.788
C -0.051 1.645 1.988  0.789
C -0.986 1.819 4.299  -0.209
C -3.417 -3.447 -3.719  -0.647
C -1.481 -3.331 2.294  1.319
C 3.414 3.086 -0.764  -0.447
C 0.419 2.380 6.170  -0.443
C -0.180 2.871 1.084  0.010
C -1.195 -3.970 1.040  0.250
C 4.015 -2.837 -2.725  -0.596
C 3.284 -2.369 -3.804  -0.790
C -2.545 3.536 0.806  -0.810
C 3.594 5.478 -0.913  -0.460
C -2.075 -3.950 3.393  -1.004
C -0.284 -4.194 -1.045  -0.647
C 1.457 4.409 -1.208  0.040
C 2.338 -1.983 -1.232  -0.130
C -2.252 -3.250 -4.446  -0.773
C -1.702 1.778 -0.679  -0.719
C 1.568 -1.549 -2.312  1.324
C 2.225 5.560 -1.150  -0.807
C -2.716 2.532 -0.246  -0.723
C 4.187 4.242 -0.707  -0.712
C -0.269 0.515 -3.295  -1.200
C -0.839 2.100 5.651  -0.821
C 2.050 3.158 -1.029  0.328
C -2.511 -2.122 -1.932  -0.294
H 1.972 -1.805 -0.228  0.367
H -1.890 1.057 -1.463  0.154
H 4.193 6.379 -0.890  0.389
H 0.736 3.464 1.072  0.820
H -1.972 1.653 3.882  0.488
H 2.496 2.659 5.720  0.406
H -3.696 2.417 -0.695  0.482
H -2.142 -3.700 -5.425  0.437
H -1.708 2.133 6.297  0.441
H -0.330 -2.330 -4.510  0.129
H -0.736 -6.292 -1.530  0.487
H 3.867 2.115 -0.598  0.437
H 4.952 -3.355 -2.888  0.392
H -2.387 -4.982 3.314  0.367
H -0.855 -0.356 3.503  -0.004
H -2.599 -1.700 -0.939  0.386
H 1.759 6.528 -1.289  0.413
H -1.246 4.478 2.168  0.565
H -3.407 4.130 1.086  0.386
H 0.534 2.610 7.222  0.397
H -1.904 -1.330 5.526  0.485
H -4.216 -4.051 -4.131  0.384
H -0.205 2.703 -2.960  0.482
H 2.238 2.107 3.322  0.489
H 4.115 -2.984 -0.585  0.462
H 0.387 4.483 -1.369  0.250
H -2.738 -3.691 5.411  0.417
H 1.529 -1.356 -4.460  0.121
H 0.230 -3.915 -1.953  0.329
H 5.248 4.178 -0.504  0.409
H -4.460 -3.017 -1.897  0.432
H 3.653 -2.509 -4.813  0.440
H -1.342 0.670 -3.384  0.569
H 1.309 2.027 -3.552  0.578
H 0.086 0.099 -4.234  0.891

- gap between HOMO and LUMO (eV) = 7.610
- E_LUMO (Eh) = 0.009

=====

Formula: C5H8N3O5
Source: the Open Molecules 2025 dataset
Level of theory: wB97M-V/def2-TZVPD

Last column: Mulliken charge in e.
Positions of all 21 atoms, in Å:
O -2.505 -2.325 -1.152  -0.279
O -0.541 -2.083 0.126  -0.152
O 3.832 -1.807 -0.216  -0.511
O 3.955 0.229 -1.010  -0.503
O 0.348 0.552 1.119  -0.257
N 1.641 0.192 0.839  0.008
N 3.383 -0.751 -0.540  0.941
N -1.794 -1.895 -0.329  0.658
C -1.700 1.528 0.718  -1.794
C -0.776 0.371 0.225  1.159
C -1.349 -0.984 0.625  -0.135
C 2.020 -0.312 -0.306  -0.269
C -0.391 0.547 -1.217  -1.206
H -2.172 2.038 -0.070  0.432
H -0.424 1.737 -1.461  0.341
H -1.680 -1.178 1.589  0.596
H 2.172 0.386 1.605  0.206
H 0.629 0.071 -1.489  0.328
H -2.326 1.325 1.581  0.392
H -1.197 0.101 -1.741  0.492
H -1.126 2.259 1.105  0.551

- gap between HOMO and LUMO (eV) = 5.384
- SMILES string = CC(C)(O[NH+]=C=[N+]([O-])[O-])[C@@H]1O[N+]1=O
- net charge = +1
- E_LUMO (Eh) = -0.283

=====

- The lowest gap between HOMO and LUMO belongs to which entry?
  C5H8N3O5

=====

- Among the records above, which one has the highest gap between HOMO and LUMO?
  C4H7NO2

=====

- Which formula does entry 5 have?
  C43H35NP2PtS

=====

- The lowest E_LUMO belongs to which entry?
  C5H8N3O5